[1]
58
Properties=species:S:1:pos:R:3 method="wB97M-V/def2-TZVPD" de_lowest_kcal_mol=20.0 lumo_ev="-5.9 / -6.6" multiplicity=5 homo_lumo_gap_ha="0.2532 / 0.2276" largest_force_ev_per_a=0.94 charge=+1
Co 0.780 0.313 0.442
C 3.018 0.563 -1.962
C 1.830 1.463 -2.068
C 1.734 2.360 -3.137
C 0.646 3.187 -3.269
C -0.386 3.100 -2.340
C -0.258 2.207 -1.311
N 0.846 1.427 -1.160
C -1.307 1.950 -0.319
C -2.531 2.579 -0.182
C -3.374 2.161 0.836
C -2.995 1.150 1.713
C -1.759 0.565 1.533
N -0.982 0.964 0.519
C -1.110 -0.474 2.352
C -1.718 -1.137 3.383
C -0.992 -2.109 4.065
C 0.290 -2.394 3.665
C 0.869 -1.717 2.588
C 2.234 -2.101 2.120
N 0.172 -0.744 1.976
H 3.488 0.488 -2.940
H 2.730 -0.433 -1.636
H 3.755 0.968 -1.266
H 2.538 2.381 -3.858
H 0.580 3.880 -4.096
H -1.278 3.700 -2.439
H -2.821 3.375 -0.851
H -4.337 2.638 0.958
H -3.644 0.839 2.518
H -2.741 -0.916 3.651
H -1.443 -2.649 4.886
H 0.866 -3.166 4.153
H 2.440 -3.125 2.424
H 2.992 -1.454 2.561
H 2.313 -2.047 1.039
F -4.496 -2.302 -1.879
C -3.862 -1.145 -1.882
F -3.896 -0.623 -0.646
F -4.468 -0.300 -2.711
S -2.119 -1.330 -2.443
O -1.572 0.000 -2.348
O -2.150 -1.983 -3.707
N -1.649 -2.296 -1.247
S -0.199 -2.515 -0.780
O 0.594 -1.250 -0.772
O -0.146 -3.296 0.412
C 0.752 -3.452 -2.049
F 0.820 -2.744 -3.169
F 0.159 -4.608 -2.271
F 1.983 -3.652 -1.585
F 3.709 0.651 2.846
Te 2.993 2.181 1.939
F 1.047 2.080 1.760
F 2.577 3.598 0.683
F 2.481 2.705 3.733
F 4.529 2.013 0.775
O 2.467 0.473 0.793

***

[2]
51
Properties=species:S:1:pos:R:3 method="wB97M-V/def2-TZVPD" de_lowest_kcal_mol=0.0 lumo_ev=-3.7 homo_lumo_gap_ha=0.2732 largest_force_ev_per_a=0.54 charge=+1
Pb -0.074 -1.573 -0.877
N -3.573 6.696 2.292
C -3.434 5.478 1.704
C -2.153 4.973 1.413
C -2.007 3.741 0.827
C -3.147 2.995 0.528
C -4.428 3.463 0.815
C -4.565 4.701 1.398
S -3.003 1.470 -0.244
O -4.237 0.765 -0.268
O -2.735 1.915 -1.774
N -1.703 0.685 0.098
C -1.533 0.315 1.426
N -0.479 -0.484 1.636
C -0.303 -0.910 2.896
C -1.129 -0.556 3.932
C -2.183 0.288 3.606
N -2.388 0.718 2.371
H -2.779 7.298 2.413
H -4.482 7.103 2.410
H -1.279 5.564 1.656
H -1.021 3.364 0.582
H -5.294 2.860 0.574
H -5.553 5.081 1.629
H 0.557 -1.553 3.061
H -0.974 -0.924 4.935
H -2.889 0.630 4.356
S 1.261 -1.367 -3.188
C 1.712 0.256 -3.248
N 2.042 1.364 -3.305
F -1.711 2.555 -3.561
C -1.522 1.897 -2.444
F -1.162 0.642 -2.725
F -0.561 2.473 -1.745
N 6.673 1.037 0.762
C 6.283 -0.256 0.873
O 7.011 -1.166 1.201
C 4.832 -0.536 0.561
C 3.797 0.285 0.976
C 2.497 -0.079 0.676
N 2.205 -1.185 -0.017
C 3.213 -1.977 -0.419
C 4.529 -1.700 -0.131
H 7.645 1.254 0.909
H 6.074 1.744 0.376
H 3.983 1.186 1.546
H 1.659 0.530 0.988
H 2.950 -2.850 -1.002
H 5.322 -2.369 -0.438
O 0.545 -5.024 0.745
C 0.631 -4.225 -0.031

***

[3]
42
Properties=species:S:1:pos:R:3 method="wB97M-V/def2-TZVPD" de_lowest_kcal_mol=0.4 lumo_ev=0.2 homo_lumo_gap_ha=0.3108 largest_force_ev_per_a=0.81
Li -2.640 -1.111 -1.252
C 4.236 -2.124 0.027
C 3.730 -0.790 0.557
C 4.195 -0.571 1.986
C 3.700 0.761 2.520
C 2.201 0.833 2.407
C 1.461 1.602 3.274
C 0.077 1.652 3.154
F -0.607 2.418 4.028
C -0.590 0.953 2.195
C 0.143 0.164 1.299
C -0.594 -0.571 0.257
O -1.844 -0.507 0.249
C 0.221 -1.287 -0.681
C 1.572 -1.305 -0.493
N 2.246 -0.696 0.501
C 1.536 0.097 1.404
C -0.276 -2.066 -1.914
O 0.598 -2.542 -2.639
O -1.534 -2.100 -2.092
H 5.306 -2.188 0.225
H 4.094 -2.246 -1.045
H 3.739 -2.951 0.540
H 4.132 0.017 -0.062
H 5.283 -0.617 2.007
H 3.816 -1.389 2.608
H 4.154 1.574 1.945
H 3.999 0.902 3.559
H 1.948 2.171 4.058
H -1.666 0.985 2.106
H 2.141 -1.868 -1.219
I -1.549 1.425 -2.958
C -3.614 1.181 -2.729
C -4.478 2.073 -3.351
C -5.838 1.885 -3.181
C -6.289 0.829 -2.404
C -5.351 -0.005 -1.829
N -4.028 0.161 -1.986
H -4.089 2.884 -3.949
H -6.541 2.560 -3.655
H -7.345 0.654 -2.250
H -5.655 -0.846 -1.218

***

[4]
44
Properties=species:S:1:pos:R:3 method="wB97M-V/def2-TZVPD" lumo_ev=-1.1 homo_lumo_gap_ha=0.2702 largest_force_ev_per_a=0.49
Pt 0.318 0.463 0.142
S -1.893 3.871 2.094
Sb 0.098 3.536 1.190
S 0.653 0.807 3.543
S 0.135 2.557 -0.932
S 2.048 4.389 1.782
C 2.416 0.393 0.201
C 1.887 -0.416 1.250
C 1.012 -1.470 0.882
C 0.337 -2.244 1.906
C 0.510 -1.997 3.215
C 1.346 -0.879 3.703
C 2.025 -0.027 2.685
C -0.116 -2.826 4.202
N -0.607 -3.494 4.999
H 2.745 -0.091 -0.714
H 2.981 1.280 0.465
H 1.103 -1.922 -0.100
H -0.278 -3.080 1.600
H 1.843 -1.039 4.651
H 2.985 0.403 2.941
C -3.916 0.440 1.081
C -2.543 0.568 1.122
N -1.772 0.190 0.095
C -2.347 -0.301 -1.004
C -3.720 -0.448 -1.133
C -4.511 -0.085 -0.052
C -4.308 -1.012 -2.366
C -4.113 -0.615 -3.624
C -3.355 0.553 -4.111
C -3.095 0.689 -5.471
C -2.403 1.819 -5.871
N -2.001 2.751 -5.013
C -2.305 2.531 -3.736
N -2.957 1.487 -3.244
H -4.503 0.759 1.931
H -2.035 0.965 1.988
H -1.686 -0.581 -1.812
H -5.587 -0.193 -0.107
H -4.975 -1.855 -2.212
H -4.598 -1.190 -4.405
H -3.421 -0.055 -6.185
H -2.165 1.985 -6.915
H -1.984 3.277 -3.019